A molecular structure, C46H56F6MnN3O2PSeSi at a distorted geometry. Source: OMol25; level of theory: ωB97M-V with the def2-TZVPD basis set.

XYZ file:
```
117
Properties=species:S:1:pos:R:3
Mn 1.428 -0.161 0.274
O -1.434 0.147 8.140
C -1.773 0.448 6.876
O -2.855 0.884 6.611
C -0.735 0.209 5.818
C -1.194 -0.155 4.556
C -0.312 -0.297 3.507
C 1.051 -0.087 3.691
C 1.511 0.278 4.958
C 0.623 0.426 6.010
N 1.931 -0.167 2.583
C 3.125 -0.563 2.803
C 4.174 -0.380 1.807
C 5.499 -0.262 2.206
C 6.450 0.097 1.265
C 6.042 0.298 -0.042
C 4.701 0.127 -0.358
N 3.783 -0.204 0.540
H -0.568 -0.271 8.197
H -2.257 -0.307 4.419
H -0.661 -0.564 2.525
H 2.557 0.505 5.115
H 1.003 0.758 6.970
H 3.416 -0.981 3.766
H 5.765 -0.427 3.242
H 7.485 0.228 1.550
H 6.748 0.567 -0.815
H 4.354 0.253 -1.375
C 0.756 -2.703 -2.980
Si 2.289 -1.609 -2.780
C 3.645 -2.572 -1.872
C 2.942 -1.394 -4.541
N 1.934 -0.171 -1.808
C 2.087 1.137 -2.214
C 2.344 1.611 -3.520
C 2.407 2.963 -3.810
C 2.237 3.936 -2.833
C 2.031 3.529 -1.526
C 1.978 2.183 -1.285
F 1.800 1.751 0.044
H 1.057 -3.754 -2.942
H 0.287 -2.537 -3.952
H -0.004 -2.546 -2.218
H 3.588 -3.634 -2.122
H 3.558 -2.476 -0.791
H 4.641 -2.226 -2.158
H 3.120 -2.398 -4.936
H 3.893 -0.859 -4.584
H 2.232 -0.911 -5.214
H 2.487 0.900 -4.314
H 2.589 3.264 -4.834
H 2.275 4.986 -3.083
H 1.924 4.238 -0.715
C -5.091 -1.770 0.518
C -3.979 -2.447 -0.279
C -3.089 -1.392 -0.959
C -2.934 -0.138 -0.072
C -3.068 -0.520 1.403
C -4.503 -0.980 1.700
P -1.374 0.827 -0.411
C -1.577 1.328 -2.203
C -1.277 0.192 -3.187
C -1.058 0.749 -4.603
C -1.981 1.946 -4.892
C -3.249 1.852 -4.050
C -2.939 1.962 -2.547
C -1.620 2.507 0.402
C -3.068 3.042 0.562
C -3.446 3.301 2.021
C -2.489 4.293 2.691
C -1.020 4.015 2.306
C -0.867 2.607 1.734
H -5.805 -2.510 0.881
H -5.640 -1.099 -0.149
H -4.401 -3.105 -1.039
H -3.382 -3.076 0.388
H -3.544 -1.104 -1.907
H -2.117 -1.837 -1.175
H -3.757 0.542 -0.302
H -2.816 0.329 2.042
H -2.374 -1.336 1.622
H -5.129 -0.112 1.920
H -4.492 -1.604 2.596
H -0.798 2.091 -2.336
H -2.116 -0.504 -3.202
H -0.401 -0.363 -2.861
H -1.236 -0.049 -5.328
H -0.021 1.061 -4.712
H -2.242 1.975 -5.950
H -1.463 2.884 -4.666
H -3.738 0.898 -4.262
H -3.950 2.639 -4.333
H -3.751 1.479 -1.999
H -2.932 3.013 -2.251
H -1.094 3.165 -0.301
H -3.802 2.364 0.129
H -3.158 3.982 0.011
H -3.453 2.363 2.582
H -4.463 3.695 2.063
H -2.611 4.221 3.772
H -2.754 5.312 2.405
H -0.373 4.139 3.176
H -0.682 4.732 1.551
H -1.256 1.889 2.455
H 0.191 2.375 1.590
F 2.841 -7.570 0.146
C 2.289 -6.376 0.222
C 2.980 -5.333 0.821
F 4.194 -5.536 1.319
C 2.389 -4.089 0.900
F 3.035 -3.096 1.521
C 1.133 -3.842 0.361
Se 0.295 -2.144 0.430
C 0.454 -4.907 -0.225
F -0.758 -4.702 -0.733
C 1.018 -6.165 -0.297
F 0.358 -7.167 -0.858
```

Computed properties:
**Multiplicity**: 5
**Total charge**: +1
**Molecular weight**: 989.92 g/mol
**Expectation value of S²**: 6.473
**Energy**: -187310.712 eV
**Frontier orbital gap (spin up / spin down)**: 0.17506 / 0.24064 Eh